(1)
DFT (ωB97M-V/def2-TZVPD) results for a cluster of 12 separate species, C12H44N22O14 in total at a distorted geometry.

Computed properties:
highest occupied orbital energy: -1.5 eV
frontier orbital gap: 0.1658 Eh
total charge: -2
electronic energy: -2741.8843 a.u.
energy relative to the best compared isomer or geometry (same formula, charge and spin): 298.3 kcal per mole

Atoms and positions in Å:
C -0.5085 0.3448 0.1015
O -1.7098 0.7214 0.0521
O -0.0189 -0.2822 1.1269
O 0.2377 0.5100 -0.8342
C -6.2578 1.6862 2.3085
O -7.0302 2.5688 2.5828
N -5.1344 1.2881 2.8943
N -6.3899 0.7895 1.3414
H -4.8118 1.9740 3.5617
H -4.4633 0.9320 2.2287
H -5.6196 0.1652 1.1493
H -6.8441 1.2065 0.5414
C 2.1337 -5.3285 3.4753
O 3.0632 -4.9118 4.0738
N 1.3833 -4.5296 2.7331
N 1.7564 -6.5613 3.4022
H 0.4680 -4.9363 2.6032
H 1.5052 -3.5271 2.7515
H 2.3227 -7.2694 3.8473
H 0.9803 -6.8596 2.8289
C 4.7654 -0.3385 -0.5887
O 5.9610 -0.4636 -0.3986
N 3.8655 -0.4710 0.3208
N 4.0863 0.0635 -1.5947
H 2.9108 -0.3119 0.0321
H 4.2644 -1.0305 1.0610
H 3.1075 0.2921 -1.6944
H 4.6177 0.3393 -2.4081
C 3.6602 3.3765 -5.6599
O 3.7845 2.9420 -6.7725
N 4.5737 4.1314 -5.0767
N 2.7442 2.9862 -4.8025
H 4.2217 4.6360 -4.2757
H 5.3644 4.5345 -5.5588
H 2.6159 3.3798 -3.8812
H 2.0663 2.3422 -5.1843
C -2.0841 -1.6015 5.1568
O -2.4805 -1.9609 6.2020
N -2.4423 -2.1521 4.0664
N -0.8993 -1.0609 5.0104
H -3.3956 -2.4506 3.9176
H -1.8097 -1.8194 3.3529
H -0.7505 -0.5793 4.1351
H -0.3970 -0.6048 5.7585
C 1.0566 -5.1190 -1.7242
O 2.0045 -4.6824 -2.3323
N 0.2444 -4.2908 -1.1497
N 0.7412 -6.2823 -1.4975
H -0.2651 -4.8076 -0.4473
H 0.6407 -3.3711 -1.0190
H 0.0683 -6.5103 -0.7796
H 1.2261 -7.0512 -1.9377
C -2.7627 4.5409 -2.2385
O -2.8532 5.6752 -2.7867
N -3.3277 4.2975 -1.1095
N -1.9012 3.6190 -2.5769
H -4.0490 4.9107 -0.7574
H -3.2805 3.3620 -0.7318
H -1.5381 3.6697 -3.5180
H -1.6267 2.8983 -1.9247
C -1.0477 -1.4042 -5.6458
O -1.2842 -1.3850 -6.7739
N -0.9349 -0.3502 -4.9587
N -0.8361 -2.3855 -4.9024
H -1.2012 0.4856 -5.4594
H -0.5107 -0.3070 -4.0431
H -0.6172 -2.2958 -3.9205
H -1.3200 -3.2454 -5.1184
C -4.1159 -2.7912 -1.4967
O -4.3173 -3.8140 -2.1187
N -3.8452 -1.6767 -2.1200
N -4.0012 -2.6635 -0.2678
H -3.4933 -0.9776 -1.4815
H -3.6889 -1.4518 -3.0922
H -4.1073 -3.4877 0.3062
H -3.3175 -1.9803 0.0255
C 0.2809 3.4867 4.5143
O 0.3637 4.5022 5.2432
N -0.7405 3.3043 3.7416
N 1.2229 2.5816 4.3751
H -1.4204 4.0370 3.8862
H -0.7878 2.6171 3.0029
H 2.0127 2.5407 5.0033
H 0.9555 1.7652 3.8440
C 5.0481 4.3910 1.2806
O 5.5367 5.5449 1.4462
N 5.7551 3.3304 1.5897
N 3.8343 4.2566 0.8514
H 6.6098 3.5266 2.0908
H 5.4774 2.3756 1.4128
H 3.4002 3.3526 0.7307
H 3.2997 5.0997 0.6980


(2)
DFT (ωB97M-V/def2-TZVPD) results for a cluster of 2 separate species, C3H11NO in total at a distorted geometry.

Computed properties:
highest occupied orbital energy: -9.4 eV
SMILES: CNC.CO
frontier orbital gap: 0.3806 Eh
electronic energy: -250.8567 a.u.
energy relative to the best compared isomer or geometry (same formula, charge and spin): 25.1 kcal per mole

Atoms and positions in Å:
C 1.3816 0.3805 -2.0910
O 0.0026 0.1247 -1.9945
H 1.8435 0.6113 -1.1267
H 1.5229 1.2401 -2.7429
H 1.9403 -0.4823 -2.4793
C -1.4776 -0.9157 1.4231
N -0.6239 0.1414 0.8659
C 0.5983 0.2944 1.6805
H -2.3521 -1.0473 0.8003
H -1.7779 -0.7214 2.4576
H -0.9205 -1.8489 1.4206
H -0.1871 -0.2295 -1.1147
H -1.1323 1.0113 0.9821
H 1.1977 -0.6053 1.6038
H 1.1598 1.1423 1.2704
H 0.3559 0.5734 2.7227


(3)
DFT (ωB97M-V/def2-TZVPD) results for an isolated molecule of C4H8N2O at a distorted geometry.

Computed properties:
highest occupied orbital energy: -10.1 eV
SMILES: N#C[C@@H](N)CCO
frontier orbital gap: 0.4006 Eh
electronic energy: -341.9462 a.u.
energy relative to the best compared isomer or geometry (same formula, charge and spin): 36.0 kcal per mole

Atoms and positions in Å:
N -0.2620 0.0333 2.2184
C -0.2768 -0.3427 0.8056
C 0.0237 0.8861 -0.0669
C 0.3414 0.5313 -1.5087
O -0.7405 -0.2213 -2.0298
C 0.7334 -1.3994 0.5789
N 1.5013 -2.2385 0.3658
H -1.0006 0.7102 2.3918
H -0.4702 -0.7753 2.7966
H -1.2330 -0.7691 0.4687
H 0.8669 1.4305 0.3716
H -0.8534 1.5457 -0.0380
H 1.2716 -0.0517 -1.5385
H 0.5033 1.4544 -2.0853
H -0.4051 -0.7934 -2.7302


(4)
DFT (ωB97M-V/def2-TZVPD) results for a cluster of 4 separate species, C19H28Br6F7NO5S in total at a distorted geometry.

Computed properties:
highest occupied orbital energy: -9.9 eV
SMILES: CCC[C@@H]1[C@@H](N(C)C(C)=O)C(=O)O[C@@H]1S(=O)(=O)C(F)(F)C(F)(F)C(F)(F)F.BrCCBr.BrCCBr.BrCCBr
frontier orbital gap: 0.3745 Eh
electronic energy: -17712.9899 a.u.

Atoms and positions in Å:
C -2.5384 -0.3379 1.9328
C -1.1550 -0.9973 1.9662
C -0.2632 -0.6581 0.7477
C 0.2097 -1.8871 -0.0152
C 1.6054 -1.8952 -0.6469
N 2.7586 -1.8416 0.2185
C 3.9953 -2.1309 -0.5529
C 2.9363 -0.4979 0.7860
C 3.3395 0.6214 -0.1423
O 2.7931 -0.3379 1.9775
C 1.4553 -3.2256 -1.3872
O 2.0576 -4.2550 -1.3288
O 0.2981 -3.0126 -2.1505
C -0.6100 -2.4569 -1.2067
S -1.9479 -1.5685 -2.0370
O -2.6839 -2.5792 -2.7388
O -2.7561 -0.8147 -1.1232
C -1.3000 -0.4519 -3.4061
F -2.0684 -0.7167 -4.4722
F -0.0345 -0.7619 -3.7398
C -1.4350 1.0705 -3.1520
F -2.6922 1.4192 -2.8769
F -1.1057 1.6594 -4.3197
C -0.4878 1.6847 -2.0510
F -1.2173 2.0895 -1.0146
F 0.1095 2.7747 -2.5605
F 0.4769 0.8480 -1.6661
H -3.2775 -1.0440 1.5739
H -2.5620 0.5263 1.2789
H -2.8162 -0.0015 2.9239
H -0.6565 -0.6163 2.8518
H -1.2265 -2.0700 2.1101
H 0.5647 -0.0822 1.1307
H -0.8329 0.0113 0.1188
H 0.2541 -2.6841 0.7229
H 1.7024 -1.1981 -1.4891
H 3.8941 -1.7806 -1.5832
H 4.8538 -1.6589 -0.0798
H 4.1555 -3.2000 -0.5506
H 4.4119 0.6055 -0.2797
H 2.8892 0.4891 -1.1205
H 2.9886 1.5632 0.2524
H -1.1586 -3.3228 -0.8400
Br -6.4586 -0.3728 5.3523
C -5.3498 0.5477 6.6582
C -4.1795 1.2336 6.0070
Br -2.7929 -0.0352 5.5046
H -5.0455 -0.1925 7.3900
H -6.0031 1.2781 7.1297
H -3.7039 1.9203 6.7033
H -4.4568 1.7682 5.1044
Br 6.9439 -0.9690 0.9420
C 8.1966 -0.3722 -0.4255
C 8.8902 -1.5322 -1.0879
Br 10.2692 -2.2901 0.0533
H 8.8873 0.3087 0.0596
H 7.5962 0.1756 -1.1490
H 9.4062 -1.2017 -1.9863
H 8.2099 -2.3396 -1.3371
Br -5.4076 3.9303 0.0765
C -4.9069 3.8708 -1.8045
C -5.6672 4.8852 -2.6150
Br -7.4988 4.3190 -2.9431
H -5.0723 2.8529 -2.1408
H -3.8411 4.0882 -1.8233
H -5.2193 4.9961 -3.5999
H -5.7201 5.8535 -2.1293